DFT (ωB97M-V/def2-TZVPD) results for a molecular structure, C17H23Cl5NO2P2Rh at a distorted geometry.

```
! wB97M-V def2-TZVPD RIJCOSX def2/J DEFGRID3
* xyz 2 5
Rh 0.000 0.000 0.000
P 2.044 -1.021 0.265
C 2.348 -1.485 -1.543
C 1.049 -1.788 -2.279
N -0.081 -1.228 -1.770
C -1.259 -1.448 -2.411
C -1.347 -2.226 -3.569
C -0.178 -2.789 -4.087
C 1.040 -2.568 -3.438
C -2.500 -0.839 -1.772
P -2.077 0.663 -0.701
H 1.955 -2.988 -3.828
H -2.298 -2.393 -4.053
H -0.214 -3.391 -4.984
H -3.231 -0.558 -2.530
H -2.959 -1.599 -1.139
H 2.812 -0.660 -2.024
H 3.038 -2.327 -1.598
H 1.765 3.817 -2.397
O 2.605 3.689 -2.995
H 2.359 4.024 -3.902
H -1.550 4.866 -0.345
O -1.165 5.670 -0.824
H -1.614 6.470 -0.417
C -2.298 2.054 -1.950
H -3.281 1.999 -2.418
H -2.203 3.021 -1.456
H -1.539 1.981 -2.729
C -3.639 0.828 0.338
H -3.597 1.741 0.932
H -4.521 0.867 -0.301
H -3.734 -0.024 1.011
C 2.112 -2.704 1.103
H 3.034 -3.223 0.844
H 2.071 -2.584 2.186
H 1.266 -3.312 0.785
C 3.699 -0.250 0.721
H 3.726 -0.020 1.786
H 4.515 -0.934 0.488
H 3.848 0.671 0.156
Cl -1.184 -1.356 2.586
C -0.574 0.266 2.879
C -0.027 0.963 1.802
C 0.473 2.253 1.970
Cl 1.149 3.075 0.577
C 0.426 2.856 3.242
Cl 1.059 4.486 3.466
C -0.125 2.154 4.335
Cl -0.187 2.900 5.932
C -0.628 0.853 4.150
Cl -1.322 -0.043 5.503
*
```

Calculated values
- Calculated total energy: -107766.393 eV
- ΔE to the lowest compared entry with this formula, charge and spin: 41.49 kJ/mol
- E_LUMO (alpha / beta): -6.5 / -10.6 eV
- Kohn-Sham gap (alpha / beta): 5.07 / 4.64 eV
- Expectation value of S²: 6.03
- HOMO level (alpha / beta): -11.561 / -15.217 eV

Löwdin population analysis, charges in e, atoms 1 to 5: Rh 0.7408; P 0.8226; C -0.2478; C -0.2918; N -0.0484


DFT (ωB97M-V/def2-TZVPD) results for C10H12F2O in the gas phase.

```
! wB97M-V def2-TZVPD RIJCOSX def2/J DEFGRID3
* xyz 0 1
C 3.002 2.022 1.006
C 2.447 1.178 0.159
C 1.102 0.527 0.377
F 0.415 1.212 1.374
C 1.317 -0.903 0.806
C 0.948 -1.391 1.974
O 0.390 0.667 -0.820
C -0.812 -0.032 -0.984
F -0.510 -1.377 -1.166
C -1.777 0.118 0.166
C -2.291 -0.893 0.839
C -1.460 0.510 -2.236
C -1.956 -0.247 -3.195
H 3.969 2.453 0.815
H 2.508 2.315 1.916
H 2.919 0.879 -0.764
H 1.816 -1.502 0.059
H 1.138 -2.417 2.236
H 0.440 -0.785 2.705
H -2.019 1.146 0.389
H -2.987 -0.733 1.643
H -2.030 -1.913 0.613
H -1.485 1.588 -2.270
H -2.420 0.183 -4.065
H -1.911 -1.322 -3.146
*
```

Calculated values
- Calculated total energy: -18044.463 eV
- ΔE to the lowest compared entry with this formula, charge and spin: 0.00 kJ/mol
- E_LUMO: 1.0 eV
- Kohn-Sham gap: 10.56 eV
- Structure (SMILES): C=CC(F)(C=C)OC(F)(C=C)C=C
- HOMO level: -9.571 eV

Löwdin population analysis, charges in e, atoms 1 to 5: C 0.0506; C -0.0670; C -0.5064; F 0.0401; C -0.0837


DFT (ωB97M-V/def2-TZVPD) results for a molecular structure, C38H39F5N2O2SbTeZr.

```
! wB97M-V def2-TZVPD RIJCOSX def2/J DEFGRID3
* xyz 2 2
Zr -1.251 0.148 1.205
O -3.286 -0.687 1.766
C -4.093 0.180 2.599
C -3.879 1.612 2.193
C -4.856 2.572 2.369
C -4.585 3.880 1.997
C -3.352 4.181 1.439
C -2.436 3.164 1.269
N -2.688 1.902 1.642
H -3.726 -0.775 0.904
H -3.764 0.011 3.623
H -5.138 -0.111 2.514
H -5.812 2.299 2.793
H -5.331 4.651 2.131
H -3.106 5.186 1.129
H -1.469 3.344 0.818
F -1.090 2.666 3.816
C -1.101 1.430 4.358
C -1.135 0.309 3.548
C -1.210 -0.880 4.248
F -1.342 -2.032 3.520
C -1.199 -1.012 5.623
F -1.263 -2.197 6.212
C -1.128 0.149 6.382
F -1.114 0.082 7.700
C -1.088 1.379 5.744
F -1.038 2.492 6.466
C 5.433 -3.287 -5.237
C 4.480 -2.586 -4.315
C 3.295 -2.037 -4.785
C 2.398 -1.381 -3.947
C 1.155 -0.807 -4.567
C 2.724 -1.299 -2.591
Te 1.498 -0.315 -1.196
N -0.585 1.167 -0.453
C -1.655 0.844 -1.162
O -2.583 0.178 -0.525
C -1.824 1.131 -2.591
C -0.943 2.014 -3.217
C -1.080 2.277 -4.570
C -2.089 1.654 -5.295
C -2.972 0.779 -4.672
C -2.848 0.522 -3.317
C -0.070 -1.715 -0.913
C -0.925 -2.034 -1.960
C -2.028 -2.849 -1.743
C -2.299 -3.335 -0.476
C -1.440 -3.039 0.573
C -0.299 -2.247 0.379
C 0.709 -2.125 1.497
C 3.934 -1.807 -2.077
C 4.337 -1.734 -0.625
C 4.780 -2.456 -2.961
H 5.073 -3.284 -6.263
H 5.574 -4.323 -4.926
H 6.411 -2.806 -5.214
H 3.062 -2.109 -5.841
H 1.403 -0.263 -5.478
H 0.633 -0.102 -3.913
H 0.462 -1.602 -4.847
H -0.172 2.499 -2.633
H -0.409 2.970 -5.060
H -2.195 1.861 -6.352
H -3.761 0.309 -5.243
H -3.532 -0.145 -2.812
H -0.746 -1.645 -2.951
H -2.677 -3.098 -2.573
H -3.155 -3.973 -0.305
H -1.620 -3.466 1.551
H 0.524 -2.879 2.257
H 0.726 -1.161 2.032
H 1.723 -2.249 1.114
H 4.067 -0.791 -0.145
H 5.417 -1.837 -0.530
H 3.881 -2.549 -0.056
H 5.711 -2.866 -2.584
C 3.090 2.398 0.872
Sb 1.625 1.534 2.171
C 2.839 0.071 3.141
C 1.782 3.031 3.667
H 4.084 2.238 1.287
H 2.898 3.467 0.804
H 3.043 1.978 -0.129
H 3.724 0.558 3.546
H 3.152 -0.700 2.438
H 2.277 -0.387 3.956
H 2.842 3.236 3.807
H 1.351 2.697 4.607
H 1.270 3.932 3.338
*
```

Calculated values
- Calculated total energy: -75798.394 eV
- ΔE to the lowest compared entry with this formula, charge and spin: 57.83 kJ/mol
- E_LUMO (alpha / beta): -6.0 / -8.0 eV
- Kohn-Sham gap (alpha / beta): 7.64 / 5.64 eV
- Expectation value of S²: 0.75
- HOMO level (alpha / beta): -13.670 / -13.682 eV

Löwdin population analysis, charges in e, atoms 1 to 5: Zr 1.6577; O -0.1694; C -0.0949; C -0.2291; C 0.0243


DFT (ωB97M-V/def2-TZVPD) results for a molecular structure, C8H10N2O3S at a distorted geometry.

```
! wB97M-V def2-TZVPD RIJCOSX def2/J DEFGRID3
* xyz 0 1
C 1.786 0.620 -0.759
C 0.965 1.526 -0.315
C 0.778 -0.111 1.201
C -1.770 1.173 -1.098
C -2.623 0.855 0.963
C -1.443 1.337 0.345
C -2.141 0.032 -0.170
C 2.495 -1.622 0.024
N 1.935 -0.323 0.272
N 0.351 1.234 0.831
O -0.341 -1.329 -1.368
O -0.125 -1.186 1.164
O -1.799 -2.531 0.149
S -1.083 -1.364 -0.176
H 2.415 0.352 -1.660
H 0.748 2.476 -0.906
H 1.165 -0.091 2.251
H -2.427 1.793 -1.663
H -0.734 1.033 -1.487
H -2.789 0.457 1.937
H -3.467 1.486 0.692
H 1.961 -2.213 -0.708
H 3.445 -1.428 -0.541
H 2.701 -2.177 1.019
*
```

Calculated values
- Calculated total energy: -28409.334 eV
- ΔE to the lowest compared entry with this formula, charge and spin: 643.72 kJ/mol
- E_LUMO: 0.4 eV
- Kohn-Sham gap: 8.07 eV
- HOMO level: -7.630 eV

Löwdin population analysis, charges in e, atoms 1 to 5: C -0.0820; C -0.2690; C -0.3215; C -0.0314; C -0.0543


DFT (ωB97M-V/def2-TZVPD) results for 2 unconnected molecules or ions with the total composition C4H12NOS at a distorted geometry.

```
! wB97M-V def2-TZVPD RIJCOSX def2/J DEFGRID3
* xyz -1 1
C -1.221 -1.102 1.165
O -1.528 -2.520 1.198
C -2.403 -0.294 0.651
N -2.025 1.117 0.650
H -0.915 -0.839 2.202
H -0.414 -0.917 0.449
H -0.849 -3.023 0.740
H -2.590 -0.628 -0.390
H -3.376 -0.438 1.177
H -2.733 1.769 0.432
H -1.151 1.231 0.076
C 2.932 1.280 -1.147
C 2.011 0.089 -0.859
S 0.383 0.440 -1.499
H 2.513 2.256 -0.759
H 2.990 1.410 -2.226
H 3.943 1.129 -0.755
H 2.007 -0.123 0.238
H 2.428 -0.837 -1.344
*
```

Calculated values
- Calculated total energy: -18715.893 eV
- ΔE to the lowest compared entry with this formula, charge and spin: 83.14 kJ/mol
- E_LUMO: 3.8 eV
- Kohn-Sham gap: 6.59 eV
- HOMO level: -2.764 eV

Löwdin population analysis, charges in e, atoms 1 to 5: C -0.2850; O -0.1168; C -0.3182; N -0.0516; H 0.1137


DFT (ωB97M-V/def2-TZVPD) results for a gas-phase ion, C4H7O2 (charge -1) at a distorted geometry.

```
! wB97M-V def2-TZVPD RIJCOSX def2/J DEFGRID3
* xyz -1 1
O -2.052 1.654 -1.136
C -0.780 1.709 -1.259
C 0.152 0.776 -0.928
C -0.121 -0.555 -0.195
C 0.777 -0.632 1.037
O 0.426 -1.758 1.880
H -0.368 2.550 -1.845
H 1.239 0.780 -1.008
H -1.170 -0.565 0.165
H 0.005 -1.463 -0.783
H 1.843 -0.773 0.824
H 0.516 0.265 1.645
H -0.468 -1.989 1.602
*
```

Calculated values
- Calculated total energy: -8355.900 eV
- ΔE to the lowest compared entry with this formula, charge and spin: 209.96 kJ/mol
- E_LUMO: 3.9 eV
- Kohn-Sham gap: 6.24 eV
- Structure (SMILES): [O-]/C=C\CCO
- HOMO level: -2.297 eV

Löwdin population analysis, charges in e, atoms 1 to 5: O -0.2187; C -0.4930; C -0.1932; C -0.2531; C -0.2889


DFT (ωB97M-V/def2-TZVPD) results for a gas-phase ion, C5H8N (charge +1) at a distorted geometry.

```
! wB97M-V def2-TZVPD RIJCOSX def2/J DEFGRID3
* xyz 1 1
C -2.431 -0.592 -0.216
C -1.713 0.583 0.207
N -0.518 0.943 0.273
C 0.858 0.136 -0.011
C 1.997 -0.055 0.817
C 2.062 0.208 -0.791
H -2.532 -1.099 0.648
H -3.356 -0.428 -0.751
H -1.692 -1.090 -0.836
H -2.291 1.358 0.520
H 2.268 0.603 1.560
H 2.339 -0.934 1.200
H 2.432 -0.695 -1.307
H 2.577 1.063 -1.313
*
```

Calculated values
- Calculated total energy: -6792.437 eV
- ΔE to the lowest compared entry with this formula, charge and spin: 545.32 kJ/mol
- E_LUMO: -6.5 eV
- Kohn-Sham gap: 8.67 eV
- Structure (SMILES): CC=[N+]=C1CC1
- HOMO level: -15.179 eV

Löwdin population analysis, charges in e, atoms 1 to 5: C 0.0032; C -0.1913; N 0.2136; C 0.0257; C 0.0164


DFT (ωB97M-V/def2-TZVPD) results for 2 unconnected molecules or ions with the total composition CHFNO3 at a distorted geometry.

```
! wB97M-V def2-TZVPD RIJCOSX def2/J DEFGRID3
* xyz -1 1
C 1.186 0.266 -0.140
N 0.005 -0.192 0.415
O 1.901 -0.578 0.514
O 1.293 1.256 -0.794
O -1.632 0.594 -0.354
F -2.672 -0.168 0.075
H -0.080 -1.178 0.284
*
```

Calculated values
- Calculated total energy: -11398.640 eV
- ΔE to the lowest compared entry with this formula, charge and spin: 254.14 kJ/mol
- E_LUMO: 4.3 eV
- Kohn-Sham gap: 9.03 eV
- HOMO level: -4.743 eV

Löwdin population analysis, charges in e, atoms 1 to 5: C -0.8533; N 0.1928; O -0.0460; O 0.0459; O -0.1856


Question: The lowest calculated total energy belongs to which entry?
Answer: C17H23Cl5NO2P2Rh


Question: What is the ΔE to the lowest compared entry with this formula, charge and spin in the seventh record?
Answer: 545.32 kJ/mol